138
Properties=species:S:1:pos:R:3 method="wB97M-V/def2-TZVPD" e_homo_ev=-10.2 energy_ev=-4284050.350
Br -4.198 -0.218 -3.071
O 0.729 5.288 -4.701
Br 4.409 -9.294 6.648
Br 4.102 -4.466 -6.211
H -3.266 3.903 -2.320
Br -8.013 7.562 3.361
C -1.646 1.276 -1.645
Br 1.826 -8.506 4.928
C -6.522 6.345 3.558
Br -6.789 -3.230 3.940
Br 0.484 3.559 2.053
H -5.708 6.231 7.880
Br -11.741 9.098 4.038
Br 0.157 1.339 -16.344
Br -7.169 8.121 8.535
H 1.426 0.519 -2.075
O -5.875 2.432 -0.459
H -4.218 2.327 -2.552
Br 6.951 -6.451 -8.937
H 4.228 -8.457 4.324
H -1.277 0.308 -3.548
Br 1.683 1.525 4.204
C -0.008 -0.148 -15.121
Br -1.453 5.305 7.038
Br -2.133 9.943 2.447
C -7.988 -2.240 2.791
H 0.217 9.340 2.950
Br 0.405 -0.374 -8.095
H -0.623 1.533 -1.273
H 0.895 3.861 4.469
C -3.403 2.988 -5.589
C 6.618 -8.088 10.296
Br 3.757 -10.858 3.931
Br 4.898 -2.532 -8.638
H 2.769 3.734 -1.596
H 5.365 2.277 3.086
Br 0.445 6.748 9.184
C 4.997 -4.630 3.727
S -0.605 4.745 -4.594
Br 0.033 -1.846 -16.043
C -3.277 -4.988 0.592
N 1.848 1.426 -1.830
O -5.878 4.823 -1.358
H -8.803 -1.887 3.411
H 1.391 4.490 -2.495
S -5.016 3.601 -0.698
Br -5.440 -3.028 -2.161
N -2.556 2.185 -5.905
C 6.400 -13.891 7.739
O -4.462 3.966 0.599
H -3.893 -4.563 -0.193
H 8.356 -7.511 -7.192
C 2.154 3.691 -2.523
C 5.799 1.336 3.402
H -6.540 5.679 2.704
C 7.381 -7.042 -7.147
H 5.665 -7.577 10.368
Br -0.248 7.700 1.152
C 6.666 -4.422 -0.975
C 0.361 5.764 7.523
Br -10.470 11.995 4.526
Br 5.482 -1.631 -5.620
Br -8.763 -3.365 1.421
Br -4.485 -1.013 0.095
C 1.848 -3.381 0.559
Br 1.484 4.194 7.539
C -5.696 6.888 8.742
Br 6.915 -4.459 3.560
H 0.856 -0.120 -14.467
Br 5.212 -13.368 6.306
Br 6.137 -8.377 -6.511
H 0.700 0.757 -4.075
Br -6.700 5.243 5.138
C -1.749 1.262 -3.195
Br 8.146 -13.081 7.554
H 2.874 3.828 -3.372
H -0.571 1.766 -5.949
Br -5.906 5.773 10.308
Br 7.524 -5.555 -5.921
Br 0.992 -3.251 -9.373
H 6.064 -3.940 -0.214
H 1.890 -1.022 -9.972
Br -4.473 -5.805 1.871
Br 5.628 -13.540 9.477
Br 1.051 -3.022 2.281
Br -0.275 -0.928 -11.178
H -3.239 1.643 -0.192
Br 6.257 -9.871 9.639
H -9.566 10.037 3.308
C 1.538 2.264 -2.728
H -1.815 0.224 -1.296
Br 4.300 -6.014 2.570
Br 3.600 -2.575 0.385
C -0.653 8.731 2.737
O -0.738 3.793 -5.985
Br -7.131 -0.682 2.035
C 3.638 -9.177 4.879
C -5.208 -1.166 -1.685
Br 5.068 -0.045 2.256
Br 3.177 4.303 3.601
H -6.194 -0.715 -1.664
C -10.560 10.466 3.348
Br -2.272 -3.533 1.372
Br -11.030 10.975 1.544
Br 5.309 1.070 5.257
Br -4.828 7.272 3.517
H 1.997 -4.452 0.487
C 0.894 -1.348 -9.694
C -2.659 2.247 -0.916
H 6.537 -14.962 7.663
Br 4.451 -4.892 5.562
H 0.743 6.419 6.748
Br -1.572 0.019 -13.997
Br 0.663 -2.874 -0.884
C 0.657 1.865 -3.956
C -0.866 2.389 -3.877
C 5.338 -3.119 -6.849
H 6.313 -3.582 -6.899
Br 7.715 1.496 3.192
Br -3.991 7.799 8.735
C -3.678 2.989 -1.837
Br 8.357 -3.486 -1.036
O -1.537 5.829 -4.810
H -2.806 1.225 -3.603
Br 7.379 -8.120 12.073
H 1.134 2.352 -4.850
H -2.127 2.993 -0.292
Br -0.943 7.596 4.278
Br 5.699 -4.264 -2.644
S -4.483 4.027 -5.070
Br 6.885 -6.266 -0.438
H -6.205 4.569 -2.237
Br 7.711 -7.078 9.063
O -0.915 3.727 -3.321
C -1.196 2.535 -5.429
Br -2.116 -6.290 -0.242
C 1.477 3.378 3.692
H 4.564 -3.692 3.396